Density functional theory data (ωB97M-V/def2-TZVPD) for C22H62N4O16SZn as an isolated structure at a distorted geometry.

Last column: Löwdin charge in e.
Cartesian coordinates (Å):
C: 0.264 -2.693 -2.755  0.011
N: 1.011 -2.396 -4.016  -0.339
C: 2.352 -3.060 -3.985  0.014
C: 0.179 -3.014 -5.113  0.016
C: 1.216 -0.940 -4.406  -0.047
C: 1.852 -0.018 -3.349  -0.211
O: 3.229 0.211 -3.612  -0.037
H: -0.014 -3.740 -2.644  0.124
H: -0.718 -2.211 -2.694  0.107
H: 0.854 -2.278 -1.941  0.074
H: 2.967 -2.535 -3.256  0.102
H: 2.855 -3.055 -4.949  0.123
H: 2.263 -4.104 -3.689  0.112
H: 0.453 -2.731 -6.128  0.122
H: -0.864 -2.844 -4.864  0.102
H: 0.355 -4.092 -5.124  0.115
H: 0.185 -0.633 -4.583  0.125
H: 1.773 -0.941 -5.339  0.149
H: 1.784 -0.568 -2.398  0.080
H: 1.273 0.883 -3.131  0.126
H: 3.635 0.397 -2.764  0.069
C: 2.311 -4.689 3.579  0.032
N: 2.715 -3.326 3.086  -0.342
C: 2.091 -2.311 4.020  0.028
C: 4.237 -3.170 3.272  0.042
C: 2.419 -3.165 1.629  -0.115
C: 0.998 -3.495 1.225  -0.188
O: 0.141 -2.437 1.647  -0.085
H: 1.231 -4.668 3.685  0.112
H: 2.797 -4.829 4.542  0.121
H: 2.669 -5.435 2.874  0.123
H: 2.197 -1.305 3.619  0.100
H: 2.471 -2.439 5.026  0.118
H: 1.012 -2.459 3.953  0.096
H: 4.526 -2.253 2.767  0.109
H: 4.703 -4.065 2.871  0.115
H: 4.381 -3.103 4.345  0.108
H: 3.134 -3.820 1.114  0.143
H: 2.793 -2.235 1.195  0.131
H: 0.681 -4.447 1.655  0.128
H: 0.873 -3.744 0.167  0.127
H: 0.338 -1.720 0.989  0.068
Zn: 2.037 1.194 0.226  0.907
S: -0.457 0.655 -0.437  0.376
O: -1.428 0.754 0.647  -0.297
O: -1.114 0.351 -1.683  -0.289
O: 0.392 1.867 -0.519  -0.380
O: 0.657 -0.334 -0.225  -0.397
C: -2.512 -1.735 4.635  -0.267
C: -2.942 -2.029 3.205  -0.213
O: -2.189 -3.166 2.776  -0.095
O: -3.038 -2.713 5.513  -0.039
H: -3.009 -0.810 4.952  0.120
H: -1.438 -1.524 4.629  0.092
H: -2.793 -1.206 2.509  0.098
H: -4.000 -2.278 3.180  0.131
H: -1.288 -2.890 2.521  0.020
H: -2.500 -3.509 5.443  0.085
C: -4.427 2.884 1.803  -0.215
C: -4.866 1.820 0.763  -0.232
O: -4.143 0.610 0.840  -0.086
O: -3.040 3.185 1.813  -0.078
H: -4.646 2.415 2.766  0.114
H: -5.006 3.787 1.610  0.122
H: -4.850 2.135 -0.289  0.117
H: -5.910 1.624 1.019  0.122
H: -3.192 0.624 0.605  0.025
H: -2.560 2.493 1.363  0.020
C: -3.115 -0.543 -4.315  -0.244
C: -3.012 0.976 -4.432  -0.206
O: -1.729 1.535 -4.092  -0.098
O: -3.092 -0.959 -2.978  -0.066
H: -2.204 -0.930 -4.809  0.091
H: -3.980 -0.887 -4.881  0.128
H: -3.779 1.552 -3.914  0.126
H: -3.043 1.173 -5.507  0.122
H: -1.306 1.191 -3.285  0.022
H: -2.445 -0.442 -2.486  0.013
C: -1.809 4.165 -1.663  -0.258
C: -2.574 5.382 -1.201  -0.228
O: -1.934 6.537 -1.734  -0.055
O: -0.400 4.251 -1.570  -0.074
H: -2.083 3.959 -2.703  0.115
H: -2.238 3.302 -1.137  0.107
H: -2.720 5.311 -0.119  0.109
H: -3.539 5.392 -1.709  0.126
H: -0.984 6.396 -1.790  0.067
H: -0.079 3.463 -1.097  0.022
O: 2.874 3.113 0.386  -0.015
C: 3.164 4.013 -0.420  -0.479
N: 3.551 3.744 -1.688  0.207
C: 3.262 5.475 0.037  0.050
H: 4.034 4.474 -2.189  0.129
H: 3.970 2.822 -1.670  0.107
H: 4.192 5.594 0.588  0.105
H: 2.355 5.785 0.547  0.102
H: 3.353 6.085 -0.863  0.090
O: 1.442 1.638 2.135  -0.046
C: 0.904 1.523 3.259  -0.503
N: -0.359 1.162 3.405  0.243
C: 1.760 1.629 4.507  0.018
H: -0.883 1.039 2.537  0.088
H: -0.900 1.472 4.199  0.145
H: 1.342 1.086 5.356  0.088
H: 1.931 2.686 4.705  0.103
H: 2.715 1.110 4.406  0.080

Its HOMO energy is -12.649 eV. The HOMO-LUMO gap is 5.5 eV. As for the electronic energy: -4475.2332 Eh. As for the LUMO energy: -0.26376 Eh. The charge is +2.